# 1
Below is a molecular structure, C21H26F5IrOSb2Se at a distorted geometry, with properties calculated with ωB97M-V/def2-TZVPD.

The geometry in XYZ format:
```
57
Properties=species:S:1:pos:R:3
Ir 1.16487 -1.01519 0.73661
C 3.09380 1.39694 -2.36832
Sb 1.16007 0.40084 -1.56489
C 0.91173 -1.16026 -3.02851
C -0.75325 1.36069 -2.31041
C -0.87721 2.67124 -1.71702
C -0.34249 3.76437 -2.47920
C -0.39113 5.04897 -1.97111
C -0.85785 5.28637 -0.68066
C -1.29948 4.21936 0.08709
C -1.40187 2.95027 -0.42912
C -1.70818 1.87465 0.56033
Sb 0.43722 1.41548 1.44123
C 2.05470 2.81564 1.39716
C 0.01530 1.80680 3.54968
H 2.83798 2.08582 -3.15758
H 3.74750 0.67212 -2.85098
H 3.70319 1.89561 -1.58399
H 0.78139 -0.71218 -4.06268
H 0.09907 -1.76524 -2.64582
H 1.82915 -1.75815 -3.11194
H -1.56345 0.65473 -2.12132
H -0.53230 1.35795 -3.37637
H 0.10287 3.42952 -3.41166
H -0.10205 5.85300 -2.67860
H -0.85226 6.29865 -0.26291
H -1.70760 4.44825 1.06646
H -1.98738 0.86058 0.23708
H -2.29309 2.33925 1.41810
H 1.72461 3.83463 1.25887
H 2.78477 2.48869 0.66997
H 2.50478 2.74585 2.40801
H 0.00452 2.90647 3.69321
H 0.78044 1.42823 4.19106
H -0.94521 1.31191 3.76680
C 1.94295 -4.33243 0.61019
C 2.51430 -2.96535 1.12598
C 3.52466 -2.92552 2.26306
O 2.69004 -2.00335 0.18254
H 2.32116 -4.70700 -0.33007
H 0.85847 -4.26826 0.44412
H 2.15245 -5.20212 1.29480
H 3.02188 -3.48218 3.05669
H 3.68476 -1.94343 2.63138
H 4.58202 -3.36521 2.16183
F -5.48823 -4.35747 -0.77987
C -4.46609 -3.74350 -0.12649
C -3.60273 -2.87403 -0.80973
F -3.89123 -2.64697 -2.13208
C -2.61102 -2.12799 -0.18340
F -2.05275 -1.10451 -0.84942
C -2.23697 -2.52460 1.14212
Se -0.65114 -1.75482 2.00787
C -2.91700 -3.60348 1.69549
F -2.52697 -4.15726 2.87439
C -4.11632 -4.11468 1.19670
F -4.85541 -5.00767 1.85532
```

The value obtained for the orbital gap (spin up / spin down) is 6.153 / 4.584 eV. The multiplicity is 6. The LUMO energy (spin up / spin down) comes out at -9.944 / -12.897 eV. The charge is +3. As for the HOMO energy (spin up / spin down): -16.097 / -17.481 eV.

=====

# 2
Below is 2 unconnected molecules or ions with the total composition H3INPS at a distorted geometry, with properties calculated with ωB97M-V/def2-TZVPD.

The geometry in XYZ format:
```
7
Properties=species:S:1:pos:R:3
N 0.56869 -1.20508 -0.39131
P -2.23263 0.87058 1.06254
S 1.11527 0.19073 -0.42485
I 2.92950 0.19217 -2.09041
H 0.21508 -1.74857 -1.10279
H -1.64228 1.32151 2.32956
H -0.95364 0.37866 0.61725
```

The value obtained for the orbital gap (spin up / spin down) is 7.383 / 7.533 eV. The energy relative to the best compared isomer or geometry (same formula, charge and spin) comes out at 51.6 kcal per mole. The LUMO energy (spin up / spin down) comes out at -1.423 / -1.530 eV. As for the HOMO energy (spin up / spin down): -8.806 / -9.063 eV.

=====

# 3
Below is C8H12 in the gas phase at a distorted geometry, with properties calculated with ωB97M-V/def2-TZVPD.

The geometry in XYZ format:
```
20
Properties=species:S:1:pos:R:3
C -2.11259 -0.72935 0.18857
C -1.82200 0.79548 -0.30452
C -0.43374 0.76181 0.17638
C 1.17234 1.05291 0.07226
C 1.48473 -0.16810 1.03066
C 1.10685 -1.03674 -0.07116
C 1.57093 0.00598 -1.01306
C -0.45261 -0.75393 -0.20339
H -2.26622 -0.68337 1.41014
H -3.21345 -1.23040 0.04391
H -1.72952 0.67830 -1.38722
H -2.43141 1.77676 -0.10143
H -0.77792 0.69811 1.24165
H 1.49021 2.17826 0.27949
H 1.09065 -0.20075 2.02033
H 2.67533 -0.06738 1.28726
H 1.47369 -2.04478 -0.31683
H 1.34561 -0.01140 -2.10667
H 2.67748 0.03972 -1.06027
H -0.84837 -1.06113 -1.18610
```

The value obtained for the orbital gap is 10.217 eV. The energy relative to the best compared isomer or geometry (same formula, charge and spin) comes out at 142.2 kcal per mole. The LUMO energy comes out at 1.149 eV. As for the HOMO energy: -9.069 eV.

=====

# 4
Below is 6 unconnected molecules or ions with the total composition C25H52BBr2F3N6O8P at a distorted geometry, with properties calculated with ωB97M-V/def2-TZVPD.

The geometry in XYZ format:
```
98
Properties=species:S:1:pos:R:3
C -0.19432 0.22517 -4.61037
O 0.49536 0.73224 -3.50360
C 0.87262 -0.27152 -2.54202
B -0.09576 -0.25865 -1.23933
C -1.68746 -0.33648 -1.65017
Br -2.22969 -2.09618 -2.19927
C -2.56347 0.66528 -1.68702
C -2.20099 2.08116 -1.34028
Br -4.39483 0.45076 -2.24205
O 0.28150 0.89432 -0.36171
C 0.92804 0.39119 0.75111
C 0.96632 1.35954 1.91325
C -0.41050 1.92683 2.25064
C -0.36728 2.84164 3.43325
F -1.57144 3.43418 3.68494
F 0.52268 3.85439 3.28474
F -0.01623 2.19190 4.57862
C 0.18818 -0.94268 0.95311
P 0.85985 -2.10666 2.16471
N -0.07991 -2.30838 3.42303
O 0.19346 -1.44700 -0.35368
H -0.13129 0.96179 -5.40904
H 0.24471 -0.70651 -4.96776
H -1.25181 0.06361 -4.39999
H 1.89163 -0.06801 -2.21332
H 0.89567 -1.25679 -3.01739
H -2.01786 2.14112 -0.27214
H -1.28278 2.37752 -1.83014
H -3.02002 2.75354 -1.56132
H 1.97943 0.14407 0.54173
H 1.60530 2.19293 1.63490
H 1.40874 0.86748 2.77556
H -0.74855 2.48360 1.38379
H -1.13433 1.14083 2.43616
H -0.84481 -0.69002 1.21431
H 2.08454 -1.54330 2.58520
H 1.16951 -3.30498 1.50250
H -0.33275 -3.28352 3.51333
C -3.40835 1.38818 8.68771
C -2.67375 2.59174 9.23209
O -2.66101 2.85590 10.42583
N -2.02253 3.37387 8.33732
C -1.93228 3.21608 6.89168
H -3.87365 0.86788 9.51846
H -4.18157 1.69335 7.98229
H -2.71985 0.70908 8.18448
H -1.54939 4.15575 8.75951
H -0.89351 3.11414 6.59501
H -2.35241 4.09368 6.39873
H -2.47560 2.33879 6.56160
C 3.08680 3.97739 -2.07770
C 3.79150 2.64842 -1.95834
O 3.72006 1.97319 -0.93879
N 4.50736 2.21366 -3.02018
C 4.70801 2.86587 -4.29561
H 2.56134 4.16925 -1.14793
H 3.80332 4.78093 -2.25633
H 2.36173 3.95234 -2.89137
H 4.95384 1.31781 -2.87796
H 4.33096 2.23528 -5.10233
H 5.77322 3.03867 -4.46232
H 4.18759 3.81698 -4.32682
C -6.21174 0.47718 -6.04314
C -5.13273 -0.51945 -6.39920
O -3.95172 -0.24465 -6.34065
N -5.53397 -1.76312 -6.79584
C -6.88314 -2.27192 -6.92738
H -5.73811 1.40505 -5.74127
H -6.85875 0.67110 -6.90057
H -6.81570 0.10797 -5.21347
H -4.76711 -2.38007 -7.00734
H -7.03227 -3.13036 -6.26900
H -7.07333 -2.58934 -7.95543
H -7.60522 -1.50722 -6.66369
C 8.79136 -0.15800 -0.83566
C 7.50330 0.49098 -1.29077
O 7.21680 0.57589 -2.48000
N 6.67787 0.97456 -0.33787
C 6.85425 0.95913 1.09980
H 9.33604 -0.49111 -1.71314
H 9.40834 0.55210 -0.28405
H 8.58535 -1.01903 -0.19942
H 5.82715 1.38950 -0.69929
H 6.03509 0.41330 1.56965
H 6.85208 1.97849 1.48900
H 7.79182 0.48450 1.36940
C -2.44306 -5.71405 2.92408
C -1.16817 -5.98159 2.15930
O -0.09210 -5.54694 2.52928
N -1.26378 -6.71590 1.01855
C -2.45008 -7.29141 0.41818
H -2.19937 -5.11256 3.79357
H -3.15360 -5.16455 2.30612
H -2.90063 -6.64810 3.25394
H -0.38203 -6.84415 0.54956
H -2.34756 -8.37594 0.33809
H -2.60290 -6.88301 -0.58226
H -3.32566 -7.06989 1.01765
```

The value obtained for the orbital gap is 7.236 eV. The LUMO energy comes out at 2.245 eV. The charge is -1. As for the HOMO energy: -4.991 eV.

=====

Please write out number 3 again, unchanged.
Below is C8H12 in the gas phase at a distorted geometry, with properties calculated with ωB97M-V/def2-TZVPD.

The geometry in XYZ format:
```
20
Properties=species:S:1:pos:R:3
C -2.11259 -0.72935 0.18857
C -1.82200 0.79548 -0.30452
C -0.43374 0.76181 0.17638
C 1.17234 1.05291 0.07226
C 1.48473 -0.16810 1.03066
C 1.10685 -1.03674 -0.07116
C 1.57093 0.00598 -1.01306
C -0.45261 -0.75393 -0.20339
H -2.26622 -0.68337 1.41014
H -3.21345 -1.23040 0.04391
H -1.72952 0.67830 -1.38722
H -2.43141 1.77676 -0.10143
H -0.77792 0.69811 1.24165
H 1.49021 2.17826 0.27949
H 1.09065 -0.20075 2.02033
H 2.67533 -0.06738 1.28726
H 1.47369 -2.04478 -0.31683
H 1.34561 -0.01140 -2.10667
H 2.67748 0.03972 -1.06027
H -0.84837 -1.06113 -1.18610
```

The value obtained for the orbital gap is 10.217 eV. The energy relative to the best compared isomer or geometry (same formula, charge and spin) comes out at 142.2 kcal per mole. The LUMO energy comes out at 1.149 eV. As for the HOMO energy: -9.069 eV.